1.
C43H38InN4O2P2S2Se2 as an isolated structure. Source: the OMol25 dataset; level of theory: the ωB97M-V functional and the def2-TZVPD basis.

Values from the calculation:
LUMO ... -3.727 eV
Spin multiplicity ... 1
HOMO level ... -0.346 hartree
Orbital gap ... 5.7 eV
Net charge ... +1

The geometry in XYZ format:
```
94
Properties=species:S:1:pos:R:3:forces:R:3
In 1.1404 -1.5125 -1.0856 0.71 0.59 0.88
O 3.2110 -0.9310 -1.7500 -0.67 -0.39 0.34
S 3.9972 0.3120 -2.1930 -0.24 0.36 -0.20
C 3.6181 1.5832 -0.9641 -0.29 -0.22 0.12
C 3.8383 1.0713 0.4492 0.11 0.19 0.01
C 3.1876 1.9622 1.5095 -0.07 -0.06 -0.22
C 1.7339 1.5811 1.7171 0.03 0.19 0.29
S 1.4023 -0.0473 2.4678 -0.27 -0.42 -0.52
O 1.3068 -1.0420 1.3151 0.46 -0.01 -0.02
C 2.9420 -0.4199 3.2795 0.03 0.00 0.13
C 3.7649 -1.4102 2.7734 0.13 -0.02 0.02
C 4.9438 -1.7140 3.4451 -0.03 0.02 0.01
C 5.2764 -1.0372 4.6110 0.01 0.00 -0.01
C 4.4266 -0.0623 5.1227 0.00 0.02 -0.02
C 3.2477 0.2455 4.4610 -0.04 0.04 0.02
C 5.6773 -0.0168 -1.7479 0.14 -0.22 -0.04
C 5.9941 -1.0455 -0.8761 -0.02 -0.07 0.05
C 7.3267 -1.2597 -0.5566 0.08 0.02 -0.02
C 8.3170 -0.4588 -1.1163 -0.04 -0.01 -0.01
C 7.9831 0.5558 -2.0069 0.01 -0.01 0.05
C 6.6530 0.7804 -2.3319 -0.04 0.07 -0.04
H 2.5668 1.8287 -1.1661 0.10 0.09 -0.02
H 4.2452 2.4452 -1.2000 -0.03 -0.02 -0.12
H 4.9041 0.9807 0.6458 0.08 -0.02 -0.01
H 3.4063 0.0745 0.5197 0.10 -0.10 0.07
H 3.2231 3.0165 1.2221 0.03 -0.02 -0.05
H 3.7493 1.8814 2.4371 -0.03 0.02 0.09
H 1.1990 1.4877 0.7705 -0.08 0.13 0.05
H 1.2039 2.3018 2.3440 0.00 -0.06 -0.02
H 3.4785 -1.9369 1.8719 -0.01 -0.01 0.02
H 5.5982 -2.4876 3.0609 -0.04 0.04 0.02
H 6.1967 -1.2747 5.1309 -0.06 0.00 -0.02
H 4.6785 0.4527 6.0413 -0.01 -0.02 -0.04
H 2.5716 0.9970 4.8612 0.06 -0.08 -0.02
H 5.2069 -1.6687 -0.4664 0.08 0.04 -0.03
H 7.5956 -2.0588 0.1246 -0.02 0.05 -0.05
H 9.3572 -0.6347 -0.8682 -0.07 0.01 -0.02
H 8.7586 1.1627 -2.4585 -0.06 -0.03 0.04
H 6.3769 1.5639 -3.0337 0.06 -0.11 0.05
Se -4.7612 -0.2143 -1.0083 0.17 0.03 0.00
P -3.5933 1.5199 -0.6642 -0.48 -0.21 0.02
C -3.8119 2.2245 0.9878 0.10 0.20 0.00
C -3.0083 3.3025 1.3698 0.01 -0.06 0.06
C -3.1972 3.9016 2.6058 0.04 -0.01 -0.03
C -4.1809 3.4214 3.4652 -0.02 -0.06 0.01
C -4.9787 2.3510 3.0852 0.03 -0.01 -0.05
C -4.7958 1.7491 1.8431 -0.01 0.08 0.10
C -3.9902 2.8287 -1.8465 0.01 0.07 -0.01
C -4.6275 4.0030 -1.4615 0.06 0.00 -0.09
C -4.9852 4.9428 -2.4231 -0.01 -0.02 0.05
C -4.7155 4.7060 -3.7610 0.02 -0.01 -0.02
C -4.0942 3.5228 -4.1493 0.03 -0.02 0.00
C -3.7346 2.5857 -3.1967 -0.01 0.09 0.04
C -1.8351 1.2546 -0.8477 0.34 0.40 -0.44
C -1.1107 0.1384 -0.4848 -0.11 -0.10 0.75
N 0.1569 0.3829 -0.9299 -0.08 -0.65 -0.62
N 0.1841 1.5585 -1.6291 -0.58 -0.28 0.39
N -0.9983 2.0899 -1.5587 0.13 -0.28 0.25
P -1.6033 -2.4249 -0.3868 -0.73 -1.22 0.52
Se 0.7888 -4.3569 0.8650 0.27 -1.05 0.62
C -1.9079 -2.6121 -2.1403 -0.01 0.03 -0.15
C -2.1394 -3.8993 -2.6396 0.14 0.04 -0.09
C -2.4553 -4.0727 -3.9772 -0.01 0.01 0.02
C -2.5317 -2.9674 -4.8200 0.01 0.03 0.00
C -2.2584 -1.6949 -4.3383 0.03 -0.04 -0.03
C -1.9440 -1.5093 -2.9983 -0.06 -0.21 -0.03
C -2.7723 -3.3705 0.5883 -0.03 0.15 -0.08
C -3.9470 -3.8764 0.0381 0.02 -0.06 0.16
C -4.8614 -4.5219 0.8604 0.00 -0.06 -0.09
C -4.6086 -4.6528 2.2173 0.04 0.00 0.08
C -3.4522 -4.1139 2.7733 -0.02 -0.04 -0.06
C -2.5336 -3.4693 1.9616 -0.07 -0.01 -0.07
H -2.2418 3.6691 0.6925 -0.05 0.01 0.04
H -2.5866 4.7487 2.8984 -0.02 -0.07 -0.02
H -4.3183 3.8804 4.4380 -0.03 0.00 -0.08
H -5.7520 1.9857 3.7510 0.07 0.00 -0.03
H -5.4093 0.9123 1.5316 0.00 0.02 -0.01
H -4.8456 4.1894 -0.4181 -0.01 0.01 -0.01
H -5.4790 5.8589 -2.1221 0.02 -0.04 0.00
H -4.9891 5.4429 -4.5068 -0.01 -0.04 0.03
H -3.8948 3.3326 -5.1976 0.00 0.02 0.07
H -3.2578 1.6585 -3.4934 -0.03 0.02 -0.02
H -2.0708 -4.7610 -1.9823 -0.06 0.06 -0.04
H -2.6524 -5.0659 -4.3637 0.01 0.07 0.04
H -2.8069 -3.1021 -5.8596 0.05 0.00 0.06
H -2.3071 -0.8399 -5.0024 0.00 -0.05 0.05
H -1.7529 -0.5153 -2.6220 -0.13 0.01 -0.06
H -4.1577 -3.7524 -1.0151 -0.03 0.00 0.01
H -5.7749 -4.9232 0.4370 0.06 0.05 0.03
H -5.3196 -5.1718 2.8509 0.04 0.07 -0.05
H -3.2706 -4.1950 3.8382 -0.01 0.00 -0.06
H -1.6482 -3.0168 2.3908 0.00 -0.02 0.01
N -1.4985 -0.9940 0.2406 0.90 0.90 -1.06
C 0.0337 -3.3334 -0.2457 -0.12 2.23 -0.90
```
Forces are in eV/Å.

2.
C43H39AsCoN2O3P2 as an isolated structure. Source: the OMol25 dataset; level of theory: the ωB97M-V functional and the def2-TZVPD basis.

Values from the calculation:
LUMO (spin up / spin down) ... 0.067 / 0.398 eV
⟨S²⟩ ... 0.7648
Spin multiplicity ... 2
HOMO level (spin up / spin down) ... -0.308 / -0.308 hartree
Orbital gap (spin up / spin down) ... 8.5 / 8.8 eV
Net charge ... 0

The geometry in XYZ format:
```
91
Properties=species:S:1:pos:R:3:forces:R:3
Co -0.3236 1.9290 0.1207 -0.19 0.01 0.27
O 3.2372 2.7212 1.8912 0.00 0.10 0.03
C 2.0278 2.6657 2.0029 -0.11 -0.32 0.01
O 1.1872 2.6369 1.0187 0.29 0.22 -0.18
C 1.3856 2.6379 3.3905 -0.04 0.04 -0.01
P -0.2681 3.4460 3.3812 0.02 0.01 0.00
C -0.6757 3.2914 5.1675 -0.03 0.00 0.00
C -0.3247 4.3604 5.9909 0.00 0.01 -0.01
C -0.5510 4.3113 7.3586 0.00 0.00 0.00
C -1.1510 3.1940 7.9210 0.00 0.00 0.00
C -1.5176 2.1291 7.1104 0.00 0.00 -0.01
C -1.2791 2.1755 5.7441 0.00 -0.01 0.00
C -1.3701 2.1529 2.6850 -0.04 0.06 0.04
C -0.9800 0.8502 2.3599 0.04 -0.16 0.10
C -1.9188 -0.0887 1.9482 -0.13 -0.11 0.29
C -3.2552 0.2601 1.8485 0.01 -0.08 0.23
C -3.6522 1.5569 2.1420 0.00 -0.07 0.02
C -2.7168 2.4937 2.5469 0.02 0.02 0.00
H 2.0242 3.1682 4.0968 0.00 0.03 -0.02
H 1.3260 1.6065 3.7478 -0.01 -0.03 0.00
H 0.1293 5.2434 5.5539 0.00 0.00 0.00
H -0.2673 5.1488 7.9831 0.00 0.00 0.00
H -1.3371 3.1558 8.9865 0.00 0.00 0.00
H -1.9907 1.2565 7.5429 0.00 0.00 0.00
H -1.5718 1.3364 5.1248 0.00 0.00 -0.01
H 0.0566 0.5504 2.4550 0.03 -0.01 0.08
H -1.6011 -1.0950 1.7039 -0.03 0.02 -0.01
H -3.9836 -0.4682 1.5199 -0.02 -0.03 -0.04
H -4.6917 1.8409 2.0406 0.00 0.00 0.00
H -3.0337 3.5060 2.7742 0.00 0.00 0.01
O -3.9587 0.8542 -1.7298 -0.14 -0.07 0.11
C -2.9644 1.0906 -1.1172 0.30 0.18 -0.15
N -1.9720 1.3029 -0.5099 -0.03 0.05 -0.64
C -0.4720 6.2976 0.6519 0.01 -0.02 0.04
C -0.5844 4.9855 0.0402 -0.12 0.06 -0.15
N -0.6763 3.9500 -0.4402 0.08 0.03 0.08
H 0.4478 6.7771 0.3227 0.00 0.00 0.00
H -0.4461 6.1602 1.7330 0.01 0.01 0.00
H -1.3282 6.9103 0.3766 0.00 0.01 -0.01
C 0.4530 -1.2983 -0.3619 -0.04 -0.07 -0.03
C 1.0795 -2.4622 -1.1220 -0.03 -0.02 0.05
As 0.1369 -4.1515 -0.6907 0.02 0.04 0.00
C 0.7742 -5.2085 -2.2019 0.02 0.00 -0.01
C 0.0048 -6.2874 -2.6330 0.00 0.00 -0.01
C 0.4374 -7.0914 -3.6758 0.00 0.00 0.01
C 1.6531 -6.8331 -4.2961 0.00 0.00 0.00
C 2.4289 -5.7674 -3.8686 0.00 0.00 0.00
C 1.9914 -4.9583 -2.8265 0.01 -0.01 -0.02
C -1.5734 -3.5931 -1.4498 -0.01 0.02 0.04
C -2.6683 -3.4777 -0.5985 -0.03 -0.01 0.00
C -3.8731 -2.9630 -1.0631 0.01 0.01 0.01
C -3.9887 -2.5552 -2.3825 0.00 -0.01 0.01
C -2.9062 -2.6862 -3.2423 0.01 -0.03 -0.01
C -1.7059 -3.2044 -2.7804 0.01 0.03 0.01
P 0.8930 0.3779 -0.9423 0.04 0.15 -0.09
C 0.7008 0.2160 -2.7485 0.04 -0.02 -0.03
C -0.5809 0.0689 -3.2763 -0.02 0.01 0.01
C -0.7621 -0.1376 -4.6351 0.02 0.02 0.00
C 0.3338 -0.2030 -5.4830 -0.01 0.00 0.00
C 1.6136 -0.0727 -4.9636 0.00 0.00 0.00
C 1.7987 0.1316 -3.6039 0.00 0.00 -0.01
C 2.6665 0.6081 -0.6715 0.01 -0.13 0.04
C 3.4086 -0.2691 0.1108 0.02 0.00 0.01
C 4.7563 -0.0308 0.3458 0.00 0.01 0.01
C 5.3682 1.0837 -0.2006 0.00 0.00 0.00
C 4.6292 1.9713 -0.9709 0.00 -0.01 -0.01
C 3.2851 1.7417 -1.1958 0.00 0.02 -0.02
H 0.6526 -1.3467 0.7127 0.04 -0.02 0.00
H -0.6376 -1.3117 -0.4647 0.00 -0.01 -0.03
H 2.1345 -2.5760 -0.8715 -0.02 0.00 -0.02
H 1.0052 -2.3012 -2.1987 0.00 -0.02 0.00
H -0.9488 -6.4949 -2.1600 0.00 0.01 0.01
H -0.1748 -7.9212 -4.0055 0.00 0.00 0.00
H 1.9922 -7.4609 -5.1100 0.00 0.00 0.00
H 3.3774 -5.5590 -4.3473 0.00 0.00 0.00
H 2.6104 -4.1266 -2.5128 0.00 -0.01 0.00
H -2.5813 -3.7955 0.4354 0.01 0.02 0.00
H -4.7191 -2.8751 -0.3938 0.00 0.02 0.02
H -4.9155 -2.1269 -2.7388 -0.01 0.01 0.00
H -2.9951 -2.3723 -4.2749 0.00 -0.01 0.01
H -0.8628 -3.2921 -3.4574 0.00 -0.01 -0.01
H -1.4430 0.1010 -2.6264 0.00 0.03 0.00
H -1.7667 -0.2428 -5.0243 0.01 0.00 -0.01
H 0.1920 -0.3577 -6.5449 0.00 -0.01 0.00
H 2.4747 -0.1351 -5.6166 0.00 0.00 0.00
H 2.8031 0.2158 -3.2120 0.00 0.01 0.00
H 2.9452 -1.1431 0.5509 0.00 0.02 0.01
H 5.3224 -0.7154 0.9640 0.00 0.00 0.00
H 6.4164 1.2738 -0.0108 0.00 0.00 0.00
H 5.0973 2.8585 -1.3763 0.00 0.00 0.00
H 2.7080 2.4549 -1.7733 -0.01 0.00 0.02
```
Forces are in eV/Å.

Ordered ΔE to the lowest compared entry with this formula, charge and spin results: 82.7, 17.8; unit kcal/mol.
Ordered maximum force results: 2.405, 0.643; unit eV Å⁻¹.